One molecule with the formula C8H10S2 in a non-equilibrium geometry. Source: OMol25; level of theory: ωB97M-V with the def2-TZVPD basis set.

ORCA input file:
```
! RIJCOSX wB97M-V def2-TZVPD def2/J DEFGRID3
* xyz 0 1
S -3.20989 0.36485 0.22398
S 3.03949 0.58143 -0.61590
C 2.91679 -0.97942 0.20009
C 1.49234 1.00310 -0.13530
C -1.42991 0.14347 -0.08604
C -1.06436 -0.95400 -1.01493
C -0.48939 0.27233 1.18028
C -2.00774 1.41370 -0.62919
C 0.87409 0.03694 0.67340
C 1.72751 -1.12413 0.80792
H -0.72055 -0.47173 1.86358
H 1.12761 1.97061 -0.50829
H -1.97434 2.23638 0.16863
H -1.78296 -1.00410 -1.79588
H 1.56512 -1.93367 1.50923
H -0.97340 -1.92164 -0.51402
H -0.53123 1.30529 1.41558
H -2.07142 1.65672 -1.63789
H -0.05634 -0.76249 -1.31483
H 3.56859 -1.83363 0.20959
*
```

Gap between HOMO and LUMO, eV: 9.119
SMILES: C[C@@]1(Cc2ccsc2)CS1
DFT total energy, Ha: -1107.14791


C8H11AgFIN2O4 as an isolated structure in a non-equilibrium geometry. Source: OMol25; level of theory: ωB97M-V with the def2-TZVPD basis set.

ORCA input file:
```
! RIJCOSX wB97M-V def2-TZVPD def2/J DEFGRID3
* xyz 1 2
I -2.57057 2.71339 -2.79470
Ag 0.08409 2.34140 -1.69497
F 1.31819 0.94718 -0.45337
O -0.74965 -0.27316 -2.15490
O -1.27129 1.59527 0.23114
O -1.68475 -1.38834 -0.61045
O -1.56249 1.88895 2.33421
N -1.62415 -1.00689 -1.74535
N -1.96115 1.56036 1.24465
C 4.51491 -0.32444 0.81678
C 3.62802 0.40373 0.02889
C 1.78515 -0.60692 1.23912
C 2.67330 -1.36105 1.97765
C -2.70881 -1.37853 -2.66540
C 2.27265 0.30021 0.29134
C -3.37652 1.10017 1.14663
C 4.04500 -1.25585 1.71937
H -3.54589 -0.71271 -2.46246
H -2.38476 -1.32918 -3.69888
H 5.58141 -0.19481 0.69395
H 2.31272 -2.14541 2.62906
H 4.67401 -1.75383 2.44774
H -3.05348 -2.39096 -2.46736
H -3.85085 1.62714 0.32694
H -3.85266 1.24954 2.10601
H -3.27985 0.02822 0.96013
H 3.87357 1.00260 -0.84168
H 0.71383 -0.63605 1.39590
*
```

Gap between HOMO and LUMO (spin up / spin down), eV: 7.906 / 4.541
DFT total energy, Ha: -1265.96231


A 2-piece molecular cluster, C8H11BO2S overall in a non-equilibrium geometry. Source: OMol25; level of theory: ωB97M-V with the def2-TZVPD basis set.

ORCA input file:
```
! RIJCOSX wB97M-V def2-TZVPD def2/J DEFGRID3
* xyz 0 1
S 0.67623 -2.14167 -0.34846
O -4.79976 -0.79839 -0.30410
O -4.01011 0.47611 1.68012
C 2.08128 -0.45623 1.23744
C 1.84404 -0.85123 -0.07297
C -1.88777 0.40420 -1.04784
C 2.51753 -0.33945 -1.15054
C 3.03558 0.44358 1.53007
C -2.95933 0.96673 -0.57212
C 3.54672 0.59760 -0.80365
C 3.78274 0.99902 0.46848
B -4.01745 0.19074 0.34385
H -1.19480 0.86129 -1.72317
H -3.24381 2.00006 -0.63692
H 4.12029 0.99153 -1.62540
H -5.57720 -0.91770 0.30785
H 3.10555 0.66057 2.54179
H -1.47709 -0.66505 -0.85913
H 4.49149 1.67503 0.69547
H 2.49478 -0.51898 -2.16247
H 1.35012 -1.05548 1.86819
H 0.43572 -2.24299 -1.60266
H -4.31478 -0.27930 2.23614
*
```

Gap between HOMO and LUMO, eV: 8.712
SMILES: Sc1ccccc1.C=CB(O)O
DFT total energy, Ha: -884.97493


A 5-piece molecular cluster, C8H11BrCl12N overall in a non-equilibrium geometry. Source: OMol25; level of theory: ωB97M-V with the def2-TZVPD basis set.

ORCA input file:
```
! RIJCOSX wB97M-V def2-TZVPD def2/J DEFGRID3
* xyz -1 1
Br 1.38632 1.06160 -1.85396
Cl -2.22202 -4.33218 2.86241
Cl -1.01079 -1.74831 3.35977
Cl 5.84060 1.90969 -1.19105
Cl -4.37841 -3.30763 0.56437
Cl -6.00618 -3.61755 -1.82175
Cl 5.42448 5.38960 -1.41023
Cl -0.00137 -4.11336 4.72467
Cl 4.32371 6.83532 0.85639
Cl -7.24391 -3.72062 0.80503
Cl 5.33993 1.83947 -4.05087
Cl 3.53610 4.08065 0.37067
Cl 5.33964 -0.62710 -2.51678
N -2.81056 -0.34606 -0.13255
C 4.84083 5.25418 0.25093
C -0.60181 1.54518 -1.81629
C -1.56200 -0.11416 -0.22662
C -0.58518 -1.26163 -0.16827
C -1.42758 -3.30709 4.05914
C -1.09236 1.28074 -0.38372
C 4.96607 1.09778 -2.49226
C -5.94955 -3.00647 -0.16694
H 5.66162 4.91560 0.86814
H -2.95925 -1.35627 -0.07587
H -2.12457 -3.13498 4.86740
H -1.08713 0.83170 -2.47867
H -6.10352 -1.93624 -0.19804
H 3.90729 1.21962 -2.29667
H -1.96510 1.89021 -0.19722
H 0.42780 -0.99944 -0.43086
H -0.62879 -1.66808 0.83147
H -0.30845 1.47814 0.33650
H -0.92588 -2.03233 -0.84829
*
```

Gap between HOMO and LUMO, eV: 4.666
DFT total energy, Ha: -8462.45218


An isolated ion of composition C8H11BrFN2 and charge +1 in a non-equilibrium geometry. Source: OMol25; level of theory: ωB97M-V with the def2-TZVPD basis set.

ORCA input file:
```
! RIJCOSX wB97M-V def2-TZVPD def2/J DEFGRID3
* xyz 1 1
Br 2.91572 -1.21384 -0.34879
F 2.33628 3.17672 -1.28558
N -1.59699 -0.53232 -0.74633
N -2.04128 0.40501 0.13196
C 1.15432 -0.29717 1.70213
C 2.42588 0.22783 0.97175
C -0.06174 -0.11120 0.82431
C 2.63177 2.01906 -0.75599
C -2.26403 -1.01811 -1.90076
C 2.00877 1.52504 0.29849
C -1.15209 0.67482 1.04460
C -0.37195 -0.92660 -0.30924
H -1.72560 -0.69785 -2.89511
H -1.29875 1.35401 1.80140
H 1.43323 -1.39632 2.01887
H 0.93075 0.27252 2.61402
H 3.20069 0.15861 1.78202
H -2.95791 0.83989 -0.07528
H -3.32060 -0.53543 -2.01979
H 0.06422 -1.71135 -0.83866
H 3.37345 1.40909 -1.32921
H -2.43861 -2.07529 -1.88822
H 1.10763 1.92826 0.83492
*
```

Gap between HOMO and LUMO, eV: 9.170
SMILES: C[n+]1cc(C[C@@H](Br)/C=C/F)c[nH]1
DFT total energy, Ha: -3094.50498


C8H11BrO2S as an isolated structure in a non-equilibrium geometry. Source: OMol25; level of theory: ωB97M-V with the def2-TZVPD basis set.

ORCA input file:
```
! RIJCOSX wB97M-V def2-TZVPD def2/J DEFGRID3
* xyz 0 1
Br -1.49784 -3.02355 3.39660
S 0.07103 -1.64247 1.36033
O -0.56737 -2.74385 0.69971
O 1.36418 -1.75397 2.01321
C 0.13859 -0.24460 0.18595
C -1.07367 -1.30396 2.76797
C -0.66620 0.56072 -2.14931
C 1.30600 -0.49935 -0.72769
C -0.14243 -0.55721 -1.25708
C -0.55434 1.78831 -1.18427
C 1.16739 0.82603 -0.03180
C 0.83518 2.03986 -0.73021
H 2.02839 -1.24977 -0.67318
H 1.93879 0.92124 0.69142
H -0.44700 -0.74130 3.50354
H -2.02576 -0.89005 2.47670
H -0.07402 0.53173 -2.97279
H 0.95917 2.74791 0.12171
H -1.12209 1.51230 -0.27225
H -1.71927 0.34167 -2.52688
H -0.56235 -1.56153 -1.44025
H 1.61164 2.21244 -1.51852
H -0.96806 2.72940 -1.73291
*
```

Gap between HOMO and LUMO, eV: 10.380
DFT total energy, Ha: -3433.96966


One molecule with the formula C8H11ClN2 in a non-equilibrium geometry. Source: OMol25; level of theory: ωB97M-V with the def2-TZVPD basis set.

ORCA input file:
```
! RIJCOSX wB97M-V def2-TZVPD def2/J DEFGRID3
* xyz 0 1
Cl 0.95604 2.63450 1.62382
N -0.38241 0.05205 1.64067
N -2.07431 -1.04377 0.69173
C -2.48229 -1.97424 -1.87799
C -0.05249 -0.02830 0.28639
C 3.14519 1.32808 0.83164
C -1.16358 -0.85409 -0.29896
C 0.92087 0.49883 -0.40493
C -1.22111 -1.25227 -1.57506
C 1.86387 1.93976 0.32816
C -1.64906 -0.47366 1.72782
H 3.68243 1.89492 1.65995
H 3.71044 1.24222 -0.10754
H -2.39935 -3.05838 -2.25290
H 2.99372 0.30452 1.24972
H -3.01608 -1.50694 -2.65793
H -2.98084 -2.02717 -0.97093
H 0.96154 0.34750 -1.56302
H 2.02213 2.64640 -0.55299
H -0.56421 -1.13002 -2.50125
H -0.06181 0.96173 2.12799
H -2.20871 -0.50168 2.59560
*
```

Gap between HOMO and LUMO, eV: 8.165
SMILES: C/C=c1\nc[nH]\c1=C/[C@H](C)Cl
DFT total energy, Ha: -881.02094


A 2-piece molecular cluster, C8H11F3IN overall in a non-equilibrium geometry. Source: OMol25; level of theory: ωB97M-V with the def2-TZVPD basis set.

ORCA input file:
```
! RIJCOSX wB97M-V def2-TZVPD def2/J DEFGRID3
* xyz 0 1
I -1.51970 4.67628 -1.21014
F -3.72208 2.21022 2.65346
F -2.48712 4.06321 2.96025
F -3.96919 3.96244 1.27015
N -1.44142 1.66590 -0.58404
C -3.10377 3.26333 2.04505
C -1.54996 2.80982 -0.23922
C -0.61302 -0.45650 -1.11091
C 1.21563 0.82136 0.71346
C 0.90388 -0.29578 -1.35076
C 1.73201 -0.37697 -0.00742
C -0.14174 0.60370 1.19926
C -1.21246 0.36552 0.02092
H -0.34704 1.42899 1.85314
H 1.85971 0.95570 1.62323
H -2.18728 0.05605 0.42866
H -1.00767 -0.32819 -2.11669
H 1.33453 1.69518 0.00562
H 2.77166 -0.51253 -0.32713
H -0.81466 -1.45419 -0.75315
H -0.13363 -0.28821 1.85557
H 1.10821 -1.01793 -2.21940
H 1.58530 -1.21506 0.66433
H 1.24193 0.67041 -1.83334
*
```

Gap between HOMO and LUMO (spin up / spin down), eV: 6.877 / 8.844
DFT total energy, Ha: -963.31209


One molecule with the formula C8H11FO2 in a non-equilibrium geometry. Source: OMol25; level of theory: ωB97M-V with the def2-TZVPD basis set.

ORCA input file:
```
! RIJCOSX wB97M-V def2-TZVPD def2/J DEFGRID3
* xyz 0 1
F 1.29132 2.98581 -0.79878
O 0.95670 -0.94474 -0.60612
O 1.47766 1.08765 1.51302
C -1.33239 -0.09926 -0.49399
C 0.09113 -0.03791 -0.14024
C 0.44471 1.96438 -0.47531
C 0.62047 1.12011 0.60564
C 2.37189 -0.77327 -0.51755
C -2.36021 -0.03675 0.34294
C -3.83515 0.04480 0.10247
C 2.86887 -1.47483 0.73354
H 2.50080 0.32055 -0.66201
H 3.96678 -1.35935 0.80907
H -4.24471 1.11921 -0.13691
H 2.72656 -1.29614 -1.38849
H 2.77056 -2.62880 0.82054
H -0.42549 1.89072 -1.13026
H -1.48694 -0.15905 -1.54146
H -2.15324 -0.09623 1.32172
H 2.38442 -0.90639 1.53390
H -4.15828 -0.56216 -0.74069
H -4.47547 -0.15836 0.84899
*
```

Gap between HOMO and LUMO (spin up / spin down), eV: 7.902 / 7.901
DFT total energy, Ha: -561.60685


One molecule with the formula C8H11N in a non-equilibrium geometry. Source: OMol25; level of theory: ωB97M-V with the def2-TZVPD basis set.

ORCA input file:
```
! RIJCOSX wB97M-V def2-TZVPD def2/J DEFGRID3
* xyz 0 1
N 0.95252 1.59272 -0.47376
C -0.18672 0.71388 -0.86833
C 0.42663 -1.25922 0.30706
C 1.61445 1.28142 0.83604
C -0.59817 -0.53703 1.19147
C 0.88264 -0.06435 1.36157
C 0.02775 -0.82452 -1.06448
C -1.45525 0.26255 0.06762
C -1.47700 -0.89786 -1.12891
H -1.76114 -0.27349 -1.99524
H -2.15168 0.92420 0.50128
H 1.35905 2.12501 1.48445
H 1.25911 -0.64378 2.26293
H -0.63157 0.97636 -1.87955
H 0.32615 -1.46192 -1.85414
H 1.46010 1.90850 -1.20709
H -1.15107 -0.86883 2.15160
H -2.26031 -1.70016 -0.88283
H 2.58569 1.08693 0.67016
H 0.77882 -2.34041 0.52017
*
```

Gap between HOMO and LUMO, eV: 9.214
SMILES: C1N[C@@H]2[C@H]3C[C@@H]2[C@H]2[C@@H]1[C@@H]32
DFT total energy, Ha: -366.01187